# 1
The following is a quantum chemistry calculation of C21H45LaN2OP3S as an isolated structure, from OMol25.

Element x y z (Å)
1 La 0.328 -0.060 0.641
2 P 0.452 2.743 0.692
3 P -1.871 0.122 2.541
4 P 2.005 -0.948 -1.499
5 H -3.255 -2.013 -0.502
6 C -2.319 -2.431 -0.898
7 C -1.567 -3.287 -0.193
8 H -1.845 -3.607 0.817
9 C -1.001 3.265 -0.293
10 C 0.286 3.792 2.177
11 C 1.853 3.466 -0.235
12 C -2.806 -1.410 2.854
13 C -1.652 0.832 4.231
14 C -3.183 1.230 1.875
15 C 1.812 -2.608 -2.188
16 C 3.746 -0.443 -1.514
17 C 1.440 -0.003 -2.935
18 H -2.045 -2.125 -1.919
19 H -0.633 -3.709 -0.584
20 H -0.722 4.229 -0.742
21 H -1.857 3.405 0.377
22 H -1.329 2.589 -1.113
23 H 0.543 4.839 1.970
24 H 0.973 3.404 2.941
25 H -0.746 3.742 2.550
26 H 1.869 4.557 -0.103
27 H 1.759 3.227 -1.308
28 H 2.786 3.038 0.159
29 H -3.858 -1.145 3.020
30 H -2.416 -1.912 3.751
31 H -2.735 -2.104 2.002
32 H -2.601 1.265 4.589
33 H -0.878 1.618 4.190
34 H -1.333 0.036 4.924
35 H -4.005 1.278 2.604
36 H -3.572 0.846 0.919
37 H -2.807 2.249 1.703
38 H 1.944 -2.560 -3.277
39 H 0.804 -2.993 -1.967
40 H 2.563 -3.272 -1.746
41 H 4.202 -0.613 -2.495
42 H 4.280 -1.003 -0.742
43 H 3.799 0.629 -1.281
44 H 1.960 -0.310 -3.848
45 H 1.622 1.061 -2.752
46 H 0.365 -0.143 -3.074
47 C -1.363 1.644 -4.492
48 C -2.098 2.804 -4.805
49 C -2.755 2.886 -6.043
50 C -2.617 1.851 -6.987
51 C -1.828 0.732 -6.699
52 C -1.210 0.619 -5.438
53 O -0.839 1.474 -3.213
54 H -0.538 2.339 -2.809
55 H -2.116 3.631 -4.093
56 H -3.390 3.752 -6.272
57 H -3.110 1.946 -7.961
58 H -1.696 -0.046 -7.462
59 H -0.525 -0.219 -5.248
60 S 2.601 0.023 2.208
61 C 2.380 -1.490 3.017
62 N 3.445 -2.211 3.362
63 C 3.445 -3.477 4.112
64 C 2.057 -4.073 4.032
65 C 0.981 -3.049 4.318
66 N 1.117 -1.924 3.367
67 H 4.340 -1.774 3.149
68 H 3.759 -3.264 5.144
69 H 4.192 -4.133 3.650
70 H 1.984 -4.906 4.725
71 H 1.952 -4.524 3.044
72 H 1.047 -2.700 5.363
73 H -0.002 -3.498 4.155
74 H 0.432 -1.175 3.560

**HOMO energy**: -14.8 eV
**Net charge**: +3
**Lowest unoccupied orbital energy**: -0.35659 Ha
**E**: -2464.85281 Ha
**Orbital gap**: 0.188 Eh
**ΔE to the lowest compared entry with this formula, charge and spin**: 0.000 eV

---

# 2
The following is a quantum chemistry calculation of a 3-piece molecular cluster, C21H45N3O10S overall, from OMol25.

Element x y z (Å)
1 C -3.067 1.199 1.443
2 O -1.863 0.685 2.118
3 C -1.110 0.049 1.059
4 C 0.395 -0.334 1.450
5 C 0.997 -1.408 0.415
6 C 0.527 -1.220 -1.113
7 C 1.759 -1.491 -2.145
8 C 2.486 -0.146 -2.616
9 O 2.205 0.399 -3.938
10 N 0.854 0.516 -4.096
11 O 0.595 0.225 -5.227
12 O 3.923 -0.370 -2.673
13 C 4.396 0.978 -2.985
14 O 5.437 1.205 -3.611
15 O 3.442 1.950 -2.478
16 C 2.520 1.141 -1.658
17 S 3.532 1.016 -0.064
18 H -3.442 0.351 0.760
19 H -2.737 2.067 0.780
20 H -3.881 1.496 2.186
21 H -1.631 -0.913 0.701
22 H -1.038 0.823 0.198
23 H 1.096 0.574 1.459
24 H 0.444 -0.795 2.510
25 H 0.666 -2.458 0.750
26 H 2.137 -1.397 0.458
27 H -0.242 -2.049 -1.326
28 H 0.133 -0.175 -1.366
29 H 2.498 -2.236 -1.683
30 H 1.278 -1.976 -3.076
31 H 1.530 1.657 -1.376
32 H 4.012 -0.292 0.050
33 C -2.336 -1.293 -5.244
34 O -3.685 -0.959 -4.957
35 C -4.628 -1.639 -5.787
36 C -5.413 -2.673 -4.974
37 N -4.565 -3.799 -4.584
38 C -5.175 -4.682 -3.587
39 C -5.498 -4.081 -2.211
40 O -4.349 -3.724 -1.448
41 C -3.818 -2.442 -1.742
42 H -1.693 -0.602 -4.698
43 H -2.105 -2.309 -4.912
44 H -2.123 -1.192 -6.312
45 H -4.153 -2.096 -6.663
46 H -5.327 -0.881 -6.150
47 H -6.249 -3.043 -5.576
48 H -5.820 -2.158 -4.098
49 H -3.696 -3.444 -4.201
50 H -4.475 -5.509 -3.435
51 H -6.086 -5.118 -4.012
52 H -6.005 -4.860 -1.631
53 H -6.205 -3.246 -2.266
54 H -4.591 -1.726 -2.034
55 H -3.056 -2.521 -2.521
56 H -3.322 -2.067 -0.843
57 C 3.460 3.296 2.191
58 O 2.770 2.266 2.881
59 C 3.637 1.274 3.433
60 C 3.658 1.363 4.962
61 N 4.343 2.572 5.416
62 C 4.165 2.852 6.843
63 C 2.738 3.133 7.338
64 O 2.183 4.351 6.851
65 C 1.583 4.256 5.568
66 H 2.723 3.898 1.655
67 H 3.990 3.949 2.889
68 H 4.162 2.881 1.462
69 H 4.649 1.332 3.015
70 H 3.219 0.303 3.149
71 H 4.171 0.484 5.365
72 H 2.618 1.342 5.304
73 H 3.997 3.368 4.892
74 H 4.775 3.733 7.065
75 H 4.589 2.023 7.421
76 H 2.792 3.250 8.426
77 H 2.055 2.295 7.164
78 H 1.133 3.276 5.388
79 H 2.317 4.488 4.793
80 H 0.798 5.013 5.505

**HOMO energy**: -8.7 eV
**Lowest unoccupied orbital energy**: -0.03044 Ha
**Structure (SMILES)**: COCCCCC[C@]1(ON=O)OC(=O)O[C@@H]1S.COCCNCCOC.COCCNCCOC
**E**: -2141.67038 Ha
**Orbital gap**: 0.290 Eh
**ΔE to the lowest compared entry with this formula, charge and spin**: 2.579 eV

---

# 3
The following is a quantum chemistry calculation of C21H45N3O3SSi3Zn as an isolated structure, from OMol25.

Element x y z (Å)
1 Zn 0.035 0.120 0.124
2 N -2.105 -0.048 1.123
3 N -2.829 0.887 0.365
4 C -2.127 1.929 -0.293
5 O -2.789 2.891 -0.648
6 O -0.870 1.740 -0.465
7 H -2.534 -0.959 1.037
8 H -2.074 0.203 2.108
9 H -3.716 1.190 0.736
10 C 4.294 1.529 2.452
11 Si 2.946 1.593 1.112
12 C 2.086 3.278 1.102
13 C 4.056 1.531 -0.440
14 C 1.658 0.235 1.410
15 Si 0.755 0.543 3.033
16 C -0.440 2.022 2.961
17 C -0.270 -0.997 3.516
18 C 1.837 0.886 4.553
19 Si 2.336 -1.493 1.296
20 C 3.061 -2.254 2.870
21 C 3.574 -1.798 -0.108
22 C 0.897 -2.628 0.718
23 C 0.906 -4.016 0.852
24 C -0.117 -4.773 0.310
25 C -1.129 -4.127 -0.390
26 C -1.080 -2.750 -0.493
27 N -0.108 -2.026 0.062
28 H 5.075 2.263 2.238
29 H 4.765 0.541 2.451
30 H 3.925 1.722 3.459
31 H 2.732 4.049 0.677
32 H 1.804 3.598 2.108
33 H 1.173 3.231 0.501
34 H 4.226 2.546 -0.807
35 H 3.657 0.940 -1.252
36 H 5.031 1.115 -0.176
37 H -0.837 2.200 1.959
38 H 0.062 2.941 3.267
39 H -1.281 1.875 3.645
40 H -0.467 -1.657 2.668
41 H -1.230 -0.711 3.955
42 H 0.261 -1.578 4.272
43 H 2.191 1.920 4.566
44 H 2.710 0.232 4.610
45 H 1.249 0.730 5.461
46 H 3.797 -1.574 3.306
47 H 3.572 -3.199 2.674
48 H 2.294 -2.436 3.625
49 H 4.516 -1.267 0.042
50 H 3.146 -1.468 -1.056
51 H 3.800 -2.863 -0.198
52 H 1.721 -4.487 1.388
53 H -0.127 -5.850 0.421
54 H -1.939 -4.679 -0.845
55 H -1.823 -2.193 -1.054
56 C -0.083 -1.117 -5.614
57 C 1.176 -0.273 -5.431
58 C 1.854 -0.518 -4.093
59 S 1.129 0.206 -2.566
60 O -0.197 -0.435 -2.301
61 C 0.828 1.922 -3.141
62 C -0.546 2.148 -3.761
63 C -0.993 3.596 -3.556
64 H -0.566 -0.882 -6.563
65 H -0.790 -0.934 -4.804
66 H 0.166 -2.180 -5.616
67 H 0.934 0.784 -5.539
68 H 1.895 -0.512 -6.220
69 H 2.872 -0.115 -4.075
70 H 1.905 -1.587 -3.871
71 H 1.658 2.180 -3.802
72 H 0.907 2.509 -2.224
73 H -1.253 1.473 -3.277
74 H -0.538 1.906 -4.825
75 H -1.221 3.767 -2.505
76 H -1.893 3.807 -4.132
77 H -0.211 4.293 -3.869

**HOMO energy**: -8.4 eV
**Lowest unoccupied orbital energy**: 0.01028 Ha
**E**: -4263.30783 Ha
**Orbital gap**: 0.320 Eh

---

# 4
The following is a quantum chemistry calculation of C21H45N4O5Zr as an isolated structure, from OMol25.

Element x y z (Å)
1 Zr 1.916 -2.252 5.066
2 C 0.628 -1.753 1.128
3 C 0.841 -1.963 2.577
4 O 0.973 -0.996 3.411
5 O 1.200 -3.093 3.029
6 H 0.451 -0.694 0.899
7 H -0.261 -2.250 0.742
8 H 1.493 -1.923 0.488
9 C 2.500 -5.584 5.622
10 O 2.339 -4.438 5.114
11 N 3.687 -6.217 5.621
12 N 1.505 -6.279 6.208
13 H 3.736 -7.223 5.682
14 H 4.460 -5.771 5.154
15 H 0.564 -5.931 6.202
16 H 1.761 -7.160 6.625
17 C 3.292 2.452 -5.513
18 C 3.223 0.928 -5.411
19 C 4.589 0.470 -4.824
20 C 4.616 -1.001 -4.413
21 C 3.542 -1.173 -3.348
22 C 2.140 -0.805 -3.857
23 N 2.184 0.521 -4.492
24 O 0.960 1.008 -4.877
25 C 1.765 -1.886 -4.896
26 C 1.088 -0.835 -2.738
27 C 3.028 0.336 -6.822
28 H 4.154 2.760 -6.097
29 H 3.424 2.901 -4.523
30 H 2.384 2.910 -5.905
31 H 5.346 0.822 -5.519
32 H 4.753 1.007 -3.881
33 H 5.562 -1.319 -3.976
34 H 4.499 -1.572 -5.337
35 H 3.894 -0.538 -2.523
36 H 3.423 -2.151 -2.880
37 H 0.871 -1.647 -5.482
38 H 2.489 -2.289 -5.596
39 H 1.443 -2.779 -4.344
40 H 1.459 -0.164 -1.960
41 H 0.143 -0.446 -3.127
42 H 0.843 -1.840 -2.415
43 H 2.173 0.736 -7.366
44 H 3.055 -0.747 -6.831
45 H 3.884 0.688 -7.404
46 H 0.571 1.359 -4.057
47 C -3.512 4.026 1.354
48 C -4.537 3.128 2.061
49 C -4.970 1.969 1.135
50 C -4.002 0.800 1.084
51 C -3.624 0.304 2.469
52 C -3.097 1.411 3.389
53 N -3.963 2.572 3.307
54 O -3.648 3.533 4.212
55 C -3.157 0.832 4.818
56 C -1.634 1.822 3.079
57 C -5.812 3.878 2.442
58 H -2.981 4.784 1.930
59 H -4.128 4.719 0.754
60 H -2.977 3.502 0.564
61 H -5.903 1.568 1.533
62 H -5.114 2.399 0.146
63 H -3.098 1.046 0.507
64 H -4.441 -0.011 0.498
65 H -2.836 -0.448 2.412
66 H -4.489 -0.186 2.919
67 H -4.186 0.703 5.156
68 H -2.676 -0.142 4.875
69 H -2.703 1.532 5.522
70 H -1.609 2.445 2.188
71 H -1.202 2.342 3.935
72 H -1.017 0.930 2.951
73 H -6.475 3.325 3.107
74 H -6.306 4.238 1.543
75 H -5.607 4.753 3.071
76 H -2.883 4.045 3.884

**HOMO energy**: -14.4 eV
**Net charge**: +3
**Lowest unoccupied orbital energy**: -0.47559 Ha
**E**: -1468.24782 Ha
**Orbital gap**: 0.052 Eh

---

# 5
The following is a quantum chemistry calculation of C21H46As3NO6PdSSe as an isolated structure, from OMol25.

Element x y z (Å)
1 Pd 0.934 0.014 -0.513
2 C -1.716 0.921 -2.822
3 As -1.239 0.836 -0.942
4 C -1.554 2.668 -0.422
5 C -2.758 -0.012 -0.081
6 C -2.832 -1.548 -0.142
7 C -2.767 -2.042 -1.582
8 C -1.705 -2.124 0.717
9 As 0.175 -2.042 0.173
10 C 0.335 -3.418 -1.169
11 C 0.866 -2.777 1.815
12 C -4.182 -1.927 0.500
13 As -4.977 -3.748 0.586
14 C -5.657 -3.884 -1.252
15 C -3.507 -5.039 0.395
16 H -2.784 1.120 -2.911
17 H -1.459 0.003 -3.341
18 H -1.157 1.741 -3.275
19 H -2.608 2.889 -0.595
20 H -0.920 3.323 -1.012
21 H -1.310 2.794 0.630
22 H -3.657 0.435 -0.518
23 H -2.698 0.306 0.963
24 H -1.818 -1.792 -2.059
25 H -3.567 -1.604 -2.185
26 H -2.865 -3.125 -1.636
27 H -1.868 -3.194 0.870
28 H -1.720 -1.647 1.699
29 H -0.474 -4.139 -1.050
30 H 1.310 -3.877 -1.026
31 H 0.316 -2.971 -2.160
32 H 0.347 -3.725 1.973
33 H 0.639 -2.087 2.624
34 H 1.936 -2.918 1.715
35 H -4.980 -1.359 0.007
36 H -4.174 -1.584 1.539
37 H -6.301 -3.029 -1.455
38 H -6.259 -4.789 -1.330
39 H -4.865 -3.921 -1.998
40 H -2.938 -5.111 1.322
41 H -2.830 -4.837 -0.433
42 H -3.988 -6.002 0.223
43 O 5.019 -1.262 -1.509
44 Se 3.503 -1.162 -0.966
45 O 2.427 -0.897 -2.205
46 O 3.217 0.170 0.030
47 O 2.979 -2.475 -0.142
48 O -0.151 0.244 2.216
49 C 0.634 0.994 2.809
50 C 0.180 1.841 3.978
51 C 0.115 3.342 3.667
52 C 1.468 4.051 3.675
53 C 2.477 3.503 2.671
54 C 2.875 2.055 2.953
55 N 1.923 1.087 2.443
56 H 0.846 1.676 4.830
57 H -0.806 1.464 4.245
58 H -0.529 3.816 4.411
59 H -0.374 3.486 2.698
60 H 1.896 3.969 4.680
61 H 1.311 5.117 3.494
62 H 3.373 4.129 2.682
63 H 2.067 3.547 1.656
64 H 3.017 1.915 4.031
65 H 3.825 1.816 2.478
66 H 2.247 0.485 1.685
67 O 1.316 2.048 -0.956
68 S 2.084 2.846 -2.008
69 C 2.298 1.855 -3.501
70 C 3.756 2.041 -3.913
71 C 4.555 1.917 -2.616
72 C 3.859 2.831 -1.615
73 H 1.573 2.185 -4.244
74 H 2.111 0.820 -3.187
75 H 3.902 3.029 -4.362
76 H 4.043 1.292 -4.650
77 H 5.604 2.183 -2.737
78 H 4.524 0.887 -2.269
79 H 4.179 3.869 -1.713
80 H 3.932 2.509 -0.577

**HOMO energy**: -7.9 eV
**Lowest unoccupied orbital energy**: -0.01353 Ha
**E**: -10968.69523 Ha
**Orbital gap**: 0.278 Eh
**ΔE to the lowest compared entry with this formula, charge and spin**: 0.730 eV

---

# 6
The following is a quantum chemistry calculation of C21H46CaNO10S3 as an isolated structure, from OMol25.

Element x y z (Å)
1 Ca 2.184 -6.510 0.256
2 C 0.787 -0.997 -2.238
3 C 1.124 -2.286 -1.535
4 O 1.688 -3.204 -2.149
5 O 0.678 -2.545 -0.406
6 H 1.517 -0.270 -1.882
7 H -0.283 -0.881 -2.072
8 H 1.079 -1.146 -3.278
9 C 6.522 2.431 -0.465
10 C 5.832 2.031 0.869
11 C 6.681 1.765 2.130
12 O 4.966 3.122 1.189
13 H 6.818 1.675 -1.192
14 H 7.452 2.983 -0.330
15 H 5.894 3.111 -1.040
16 H 5.180 1.175 0.699
17 H 7.192 0.835 1.880
18 H 6.017 1.685 2.991
19 H 7.563 2.393 2.255
20 H 5.632 3.812 1.215
21 C -0.299 -5.854 5.496
22 C 0.658 -5.698 4.319
23 C 2.253 -5.705 4.577
24 O 2.959 -5.424 3.378
25 C 4.287 -5.034 3.545
26 N 0.387 -6.752 3.368
27 H -0.396 -6.900 5.788
28 H -1.247 -5.329 5.380
29 H 0.249 -5.419 6.331
30 H 0.334 -4.749 3.890
31 H 2.729 -6.655 4.822
32 H 2.515 -4.983 5.350
33 H 4.476 -4.178 4.193
34 H 4.724 -4.969 2.549
35 H 4.823 -5.958 3.759
36 H -0.584 -6.649 3.110
37 H 0.403 -7.718 3.662
38 C 0.840 4.807 -4.918
39 C -0.608 4.203 -5.289
40 C -0.824 4.271 -6.864
41 S 0.814 3.981 -7.542
42 O 0.984 4.833 -8.729
43 O 1.036 2.545 -7.681
44 C 1.807 4.630 -6.129
45 H 1.332 4.534 -3.985
46 H 0.566 5.834 -4.679
47 H -1.266 4.718 -4.588
48 H -0.604 3.143 -5.035
49 H -0.924 5.341 -7.047
50 H -1.495 3.702 -7.507
51 H 2.264 5.571 -6.435
52 H 2.654 3.955 -5.997
53 C -4.770 -2.939 -1.039
54 C -6.158 -3.415 -1.483
55 C -6.477 -4.719 -0.624
56 S -5.919 -4.287 1.113
57 O -4.978 -5.342 1.625
58 O -7.007 -3.732 1.889
59 C -4.826 -2.936 0.542
60 H -4.730 -1.904 -1.380
61 H -3.967 -3.563 -1.430
62 H -6.256 -3.650 -2.543
63 H -6.910 -2.645 -1.309
64 H -5.679 -5.421 -0.866
65 H -7.423 -5.243 -0.763
66 H -3.870 -3.130 1.031
67 H -5.275 -2.033 0.955
68 C -1.246 5.642 2.230
69 C -2.122 6.361 1.194
70 C -3.585 5.803 1.485
71 S -3.226 3.985 1.801
72 O -3.518 3.409 0.460
73 O -3.910 3.601 3.012
74 C -1.458 4.098 2.067
75 H -1.505 6.063 3.201
76 H -0.220 5.943 2.017
77 H -1.928 6.115 0.150
78 H -2.142 7.425 1.429
79 H -4.433 5.962 0.819
80 H -3.867 6.115 2.490
81 H -0.979 3.743 1.154
82 H -0.990 3.418 2.780

**HOMO energy**: -9.9 eV
**Net charge**: +1
**Lowest unoccupied orbital energy**: -0.24298 Ha
**E**: -3506.54618 Ha
**Orbital gap**: 0.122 Eh